This record from OMol25 describes the ion C3H6FN2O with charge +1 at a distorted geometry. The level of theory is the ωB97M-V functional and the def2-TZVPD basis.

Geometry as XYZ:
```
13
Properties=species:S:1:pos:R:3:forces:R:3:nbo_charge:R:1
C -1.003707 1.067905 -0.647804 -0.10 -2.27 -1.27 0.233
C -0.541056 -0.796334 0.713732 1.09 -2.34 -1.08 -0.274
C 0.868220 -0.565771 0.166941 -1.93 -1.26 -0.17 0.247
N 0.756698 -0.020891 -1.193120 -2.92 0.31 1.40 0.041
N -1.421089 0.252706 0.271499 0.15 1.52 -0.18 -0.491
O 1.684589 0.803606 -1.539579 1.15 0.70 1.05 -0.392
F 1.414858 0.259410 1.090340 1.51 0.79 -0.39 -0.331
H -1.633918 1.752666 -1.363100 1.10 -0.90 2.05 0.270
H -0.896978 -1.823713 0.284097 0.20 1.84 1.28 0.262
H -0.373379 -0.707040 1.795743 -0.70 -0.73 -0.19 0.263
H 1.294757 -1.604889 0.163672 0.57 1.22 -0.27 0.238
H -2.209150 0.228262 0.946185 -0.40 0.91 -1.37 0.457
H 2.060155 1.154083 -0.688608 0.30 0.21 -0.87 0.476
```
Positions in Å, forces in eV/Å.

* E: -402.07054 Eh
* charge: +1
* max |F|: 0.063 hartree/bohr
* relative energy (zero: lowest compared OMol25 entry of this formula, charge and spin): 4.431 eV
* LUMO energy (alpha / beta): -5.539 / -5.538 eV
* gap between HOMO and LUMO (alpha / beta): 9.188 / 9.189 eV